# 1
{"formula": "C2H3O2", "method": "wB97M-V/def2-TZVPD", "elements": ["C", "C", "O", "O", "H", "H", "H"], "xyz": [[0.01066, 0.97664, 0.97522], [0.12350, -1.43482, -1.54259], [-0.73125, -2.12003, -1.69317], [0.67862, 0.43262, 0.14334], [0.51625, 1.26172, 2.00169], [-1.11512, 1.32043, 0.94021], [0.51735, -0.43656, -0.82470]], "atomic_forces_ev_per_a": [[-1.62, 2.25, 3.54], [-0.43, 0.63, 0.84], [-0.09, -0.78, -0.70], [0.76, -1.47, -1.37], [-0.70, -0.44, -1.95], [1.86, -1.03, -0.60], [0.22, 0.84, 0.23]], "relative_energy_kj_mol": 74.3, "orbital_gap_ev": 10.8, "homo_energy_ev": -16.87, "e_tot_ev": -6207.133, "charge": 1}

# 2
{"formula": "C3H13NO2", "method": "wB97M-V/def2-TZVPD", "elements": ["C", "C", "C", "N", "H", "H", "H", "H", "H", "H", "H", "H", "H", "H", "H", "O", "H", "H", "O"], "xyz": [[-1.20736, 1.34965, -1.52662], [-0.24293, 0.44385, -0.78473], [-0.48957, -1.03340, -1.01045], [1.08878, 0.91807, -0.84055], [-2.08301, 1.58619, -0.93171], [-0.70877, 2.25637, -1.84940], [-1.55517, 0.84720, -2.42784], [-0.49783, 0.50861, 0.46328], [-0.86148, -1.57031, -0.14422], [-1.18083, -1.17710, -1.83899], [0.44625, -1.48089, -1.29471], [1.65617, 0.64573, -0.03013], [1.51072, 0.53457, -1.67967], [-0.59913, 0.90244, 1.10946], [-0.91098, -1.37762, 2.60520], [-0.80188, -0.79798, 1.84355], [0.39846, -0.72132, 1.68814], [2.06121, -1.06695, 2.12173], [1.57782, -0.48522, 1.53142]], "atomic_forces_ev_per_a": [[-0.08, 0.04, 0.00], [0.21, 0.28, -1.11], [-0.28, -0.36, -0.03], [0.29, 0.69, 0.09], [-0.16, 0.04, 0.04], [0.06, 0.18, 0.31], [-0.04, -0.14, 0.06], [-0.01, -0.68, -1.18], [-0.03, 0.19, 0.09], [-0.17, 0.13, 0.05], [0.50, -0.21, 0.07], [-0.19, -0.63, 0.03], [0.12, 0.05, 0.00], [-0.20, -0.01, 1.21], [-0.17, 0.35, 0.10], [-0.27, -0.04, 0.21], [0.87, 0.07, 0.32], [0.08, 0.10, -0.03], [-0.53, -0.06, -0.23]], "relative_energy_kj_mol": 535.2, "orbital_gap_ev": 7.6, "homo_energy_ev": -8.88, "e_tot_ev": -8901.879, "charge": 0}